[1]
DFT (wB97M-V/def2-TZVPD) results for 3 unconnected molecules or ions with the total composition C15H23FN2OSi at a distorted geometry.

Last column: Löwdin charge in e.
Positions of all 43 atoms, in Å:
1 F 4.046 -2.475 1.786  -0.204
2 Si 2.729 -2.628 0.874  0.607
3 C 3.134 -3.535 -0.761  -0.284
4 O 4.470 -3.271 -1.235  -0.122
5 C 4.726 -1.915 -1.389  -0.343
6 C 3.939 -1.109 -2.168  -0.039
7 C 4.216 0.237 -2.262  -0.079
8 C 5.289 0.733 -1.565  -0.109
9 C 6.090 -0.086 -0.819  -0.084
10 C 5.822 -1.433 -0.719  -0.015
11 H 1.633 -3.353 1.532  -0.038
12 H 2.344 -1.258 0.482  -0.025
13 H 2.385 -3.283 -1.521  0.077
14 H 3.090 -4.610 -0.555  0.082
15 H 3.102 -1.591 -2.663  0.121
16 H 3.554 0.850 -2.863  0.109
17 H 5.488 1.799 -1.617  0.105
18 H 6.944 0.320 -0.287  0.109
19 H 6.443 -2.095 -0.131  0.127
20 C -2.964 -1.294 2.891  -0.108
21 C -1.658 -0.508 2.943  -0.253
22 C -1.470 0.428 1.745  -0.193
23 C -1.345 -0.299 0.483  -0.242
24 N -1.247 -0.872 -0.507  0.147
25 H -2.994 -1.958 2.025  0.075
26 H -3.069 -1.910 3.785  0.071
27 H -3.824 -0.626 2.838  0.051
28 H -0.818 -1.203 3.008  0.105
29 H -1.645 0.093 3.855  0.109
30 H -0.567 1.024 1.896  0.119
31 H -2.304 1.127 1.681  0.081
32 C -5.353 2.989 -2.114  -0.107
33 C -4.623 3.686 -0.971  -0.261
34 C -3.742 2.735 -0.156  -0.199
35 C -4.524 1.717 0.544  -0.241
36 N -5.147 0.918 1.085  0.169
37 H -6.045 2.233 -1.742  0.074
38 H -5.931 3.712 -2.690  0.072
39 H -4.648 2.504 -2.791  0.078
40 H -5.351 4.172 -0.318  0.112
41 H -3.991 4.474 -1.383  0.108
42 H -3.178 3.310 0.582  0.118
43 H -3.010 2.250 -0.806  0.120

**Orbital gap**: 9.380 eV
**E**: -1159.4886 Ha
**LUMO level**: 0.57 eV

[2]
DFT (wB97M-V/def2-TZVPD) results for C2H8N4OS in the gas phase at a distorted geometry.

Last column: Löwdin charge in e.
Positions of all 16 atoms, in Å:
1 C 1.461 -1.493 0.093  -0.061
2 C -0.261 0.340 0.003  -0.477
3 H 2.425 -1.679 -0.361  0.078
4 H 1.579 -1.470 1.178  0.079
5 H 0.814 -2.368 -0.144  0.090
6 H 1.933 1.512 0.155  0.091
7 H 1.661 1.273 -1.425  0.093
8 H -1.016 -1.276 1.093  0.082
9 H -3.544 -0.433 0.353  -0.159
10 H -1.788 2.905 0.001  0.108
11 N 0.992 -0.176 -0.271  -0.234
12 N 1.943 0.770 -0.571  0.032
13 N -1.257 -0.582 0.389  -0.374
14 N -0.483 1.579 -0.100  0.000
15 O -1.800 1.932 0.149  -0.114
16 S -2.660 -0.832 -0.541  0.766

**Orbital gap**: 8.854 eV
**E**: -773.3340 Ha
**Relative energy (zero: lowest compared OMol25 entry of this formula, charge and spin)**: 5.0 kcal per mole
**LUMO level**: 0.72 eV

[3]
DFT (wB97M-V/def2-TZVPD) results for a molecular structure, C35H22Br3IrN5S2.

Last column: Löwdin charge in e.
Positions of all 68 atoms, in Å:
1 Ir 0.095 0.404 -0.045  1.242
2 Br 1.727 -1.438 6.151  0.936
3 C 1.320 -0.901 4.423  -0.652
4 C 2.303 -0.382 3.588  -0.046
5 C 1.952 0.002 2.313  -0.064
6 N 0.699 -0.103 1.849  -0.067
7 C -0.264 -0.611 2.653  -0.175
8 C 0.018 -1.018 3.940  -0.014
9 C -1.608 -0.698 2.041  -0.183
10 C -2.732 -1.129 2.716  -0.013
11 C -3.952 -1.183 2.048  -0.654
12 Br -5.481 -1.751 2.933  0.938
13 C -4.005 -0.805 0.709  -0.049
14 C -2.847 -0.377 0.100  -0.088
15 N -1.671 -0.319 0.743  -0.099
16 H 3.325 -0.277 3.924  0.129
17 H 2.687 0.413 1.635  0.121
18 H -0.752 -1.428 4.577  0.120
19 H -2.680 -1.418 3.755  0.121
20 H -4.932 -0.838 0.154  0.129
21 H -2.847 -0.075 -0.938  0.121
22 S 5.914 4.123 -1.923  1.111
23 C 5.824 5.752 -1.451  -0.357
24 C 4.676 6.030 -0.766  -0.144
25 C 3.849 4.895 -0.633  -0.106
26 C 4.381 3.770 -1.220  -0.496
27 C 3.813 2.432 -1.279  -0.164
28 C 2.534 2.185 -0.736  -0.039
29 N 1.959 0.991 -0.751  -0.064
30 C 2.624 -0.057 -1.305  -0.161
31 C 3.891 0.081 -1.869  -0.105
32 C 4.521 -1.092 -2.422  0.032
33 C 3.913 -2.297 -2.386  0.031
34 C 2.609 -2.457 -1.795  -0.104
35 C 1.927 -3.674 -1.708  0.076
36 C 0.672 -3.753 -1.114  -0.164
37 C 0.125 -2.557 -0.613  -0.010
38 N 0.756 -1.392 -0.695  -0.042
39 C 1.986 -1.324 -1.269  -0.152
40 C -0.071 -4.999 -0.990  -0.496
41 C -1.347 -5.183 -0.510  -0.110
42 C -1.761 -6.531 -0.548  -0.146
43 C -0.795 -7.351 -1.054  -0.357
44 S 0.624 -6.506 -1.452  1.113
45 C 4.474 1.352 -1.850  0.073
46 H 6.629 6.425 -1.699  0.090
47 H 4.437 7.008 -0.377  0.120
48 H 2.900 4.928 -0.116  0.108
49 H 1.973 2.986 -0.277  0.084
50 H 5.503 -0.988 -2.866  0.139
51 H 4.401 -3.169 -2.801  0.138
52 H 2.393 -4.565 -2.113  0.122
53 H -0.842 -2.549 -0.134  0.112
54 H -1.990 -4.388 -0.158  0.105
55 H -2.731 -6.881 -0.230  0.119
56 H -0.840 -8.418 -1.203  0.090
57 H 5.460 1.483 -2.281  0.121
58 Br -0.861 2.805 0.158  0.986
59 C -1.105 2.330 -1.681  -0.637
60 C -1.643 3.125 -2.656  -0.023
61 C -1.712 2.559 -3.929  0.020
62 C -1.248 1.268 -4.142  0.010
63 C -0.721 0.550 -3.083  -0.061
64 N -0.657 1.085 -1.857  -0.161
65 H -1.990 4.127 -2.448  0.137
66 H -2.126 3.133 -4.748  0.142
67 H -1.293 0.817 -5.123  0.136
68 H -0.344 -0.459 -3.194  0.131

**Orbital gap**: 6.162 eV
**E**: -10242.7240 Ha
**Charge**: +3
**LUMO level**: -8.81 eV

E_HOMO in eV, matching the order above: -8.8; -8.1; -15.0